DFT (ωB97M-V/def2-TZVPD) results for a molecular structure, C4H4MgO5 at a distorted geometry.

Calculated total energy   -730.83741 a.u.
HOMO energy (spin up / spin down)   -12.96 / -14.21 eV
Multiplicity   2
Relative energy (zero: lowest compared OMol25 entry of this formula, charge and spin)   34.4 kcal/mol
Kohn-Sham gap (spin up / spin down)   0.251 / 0.288 hartree
Net charge   +1
LUMO energy (spin up / spin down)   -6.127 / -6.376 eV
<S²>   0.76

Positions of all 14 atoms, in Å:
O 2.3504 1.7736 -0.3951
H -1.1821 -0.9464 1.4719
O 3.1879 -0.3438 -0.4322
H -1.6680 -1.4840 -0.2426
C 0.4933 -1.1150 0.0495
H 0.6201 -1.3947 -1.0048
H 1.0196 -1.8503 0.6776
O 1.1002 0.1599 0.3056
C -2.6405 1.4214 -0.2467
O -3.6698 0.9649 -0.5127
Mg 0.4436 2.0870 0.0709
O -1.4754 1.1963 0.0739
C -0.9485 -0.9819 0.4052
C 2.3692 0.5129 -0.2207